16
Properties=species:S:1:pos:R:3:forces:R:3:lowdin_charge:R:1 method="wB97M-V/def2-TZVPD" total_charge=0 smiles="CCCCC=O"
O 1.86079 2.46061 1.20826 0.216 0.844 0.069 0.052
C 0.97262 1.73924 0.85465 0.741 -1.212 0.459 -0.265
C 1.25098 0.24176 0.67877 -0.996 0.950 -1.236 -0.138
C 0.72182 -0.21795 -0.71534 0.108 0.303 -0.061 -0.204
C -0.81230 -0.11991 -0.81597 -0.609 -1.099 1.271 -0.247
C -1.54695 -1.28792 -0.11264 -0.663 -0.204 0.497 -0.118
H -0.03801 2.13050 0.70100 -0.265 0.080 -0.162 0.113
H 2.32521 0.15558 0.78668 0.094 -0.320 0.054 0.109
H 0.71674 -0.28654 1.46213 0.025 -0.263 0.207 0.110
H 1.12706 0.40777 -1.51358 0.208 0.327 0.220 0.105
H 1.14177 -1.19677 -0.96550 -0.455 -0.203 0.201 0.106
H -1.14716 0.68611 -0.17128 0.074 0.746 -0.611 0.074
H -1.19147 0.02873 -1.82289 0.226 0.023 -0.114 0.103
H -1.08386 -2.26334 -0.26392 -0.018 0.021 0.032 0.069
H -1.66394 -1.08514 0.95531 0.972 -0.160 0.272 0.062
H -2.63328 -1.39275 -0.26571 0.340 0.168 -1.098 0.070

***

16
Properties=species:S:1:pos:R:3:forces:R:3:lowdin_charge:R:1 method="wB97M-V/def2-TZVPD" total_charge=0
C -0.21391 -0.33888 -1.58512 -0.177 0.022 0.228 -0.101
C 0.50948 -0.54173 -0.21319 -0.242 0.047 0.458 -0.333
C 1.90791 0.12517 -0.37059 -0.216 0.075 0.316 -0.095
C -0.57054 0.19930 0.82381 -0.624 0.735 0.209 0.107
C -1.79700 0.14460 1.81569 0.834 -0.738 -1.200 -0.321
O -1.04303 1.09399 2.42886 1.784 -0.667 -0.611 -0.136
H -1.13878 -0.91521 -1.66885 0.049 0.101 0.129 0.077
H 0.43754 -0.65368 -2.41751 -0.043 -0.019 0.497 0.084
H -0.44506 0.71741 -1.76875 0.001 -0.155 0.152 0.081
H 0.67532 -1.62474 -0.12248 -0.348 0.334 0.611 0.118
H 2.48453 -0.34429 -1.18959 -0.505 -0.030 0.333 0.081
H 2.52794 0.04863 0.52434 -0.176 0.038 0.046 0.073
H 1.82354 1.18440 -0.64517 -0.122 -0.135 0.199 0.079
H -0.45180 1.20567 0.48864 -0.833 0.575 -0.550 0.080
H -2.78974 0.42476 1.41390 0.426 0.091 -0.074 0.101
H -1.91641 -0.72541 2.48600 0.191 -0.274 -0.743 0.105

***

16
Properties=species:S:1:pos:R:3:forces:R:3:lowdin_charge:R:1 method="wB97M-V/def2-TZVPD" total_charge=0
O -1.21748 -0.73019 1.76727 -0.429 -0.112 0.813 -0.025
C -1.13289 0.16758 -0.53658 -0.182 -0.162 0.227 -0.214
C -0.23268 -1.06982 -0.67110 0.159 0.003 -0.226 -0.206
C 0.85635 -0.84869 0.38932 -0.266 -0.064 0.195 -0.215
C 1.11881 0.65986 0.35181 0.244 0.044 -0.090 -0.191
C -0.18731 1.31655 -0.15656 0.030 0.213 -0.170 -0.190
H -1.86068 0.00169 0.30934 0.316 0.072 -0.535 0.086
H -1.74835 0.36736 -1.42253 0.132 -0.046 0.159 0.114
H -0.77606 -2.00830 -0.53699 0.072 0.114 -0.036 0.107
H 0.22918 -1.08333 -1.66831 -0.070 -0.009 0.132 0.114
H 1.75201 -1.46403 0.24974 -0.141 0.090 0.000 0.114
H 0.44405 -1.12457 1.40236 0.274 0.069 -0.527 0.086
H 1.43941 1.05219 1.32140 -0.069 -0.065 -0.136 0.107
H 1.93408 0.85495 -0.35599 -0.107 0.022 0.113 0.106
H -0.63423 1.97215 0.59526 0.046 -0.097 -0.090 0.104
H 0.01579 1.93660 -1.03845 -0.008 -0.073 0.172 0.104

***

16
Properties=species:S:1:pos:R:3:forces:R:3:lowdin_charge:R:1 method="wB97M-V/def2-TZVPD" total_charge=0
C -0.62077 1.47523 -0.70610 0.025 0.156 -0.081 -0.073
C -0.48546 0.13304 0.04463 0.001 -0.134 -0.002 -0.497
C -1.50760 -0.88255 -0.46182 -0.058 -0.043 -0.026 -0.086
C 0.91511 -0.24734 -0.28735 -0.131 0.206 0.180 0.033
C 1.84415 -0.05690 0.85796 0.128 0.161 -0.006 -0.265
O 1.56429 -1.44396 1.15220 0.008 -0.188 -0.041 -0.047
H 0.09393 2.22313 -0.34378 -0.105 -0.096 -0.050 0.081
H -1.63005 1.87203 -0.55970 0.120 -0.067 0.012 0.084
H -0.45463 1.33369 -1.77886 -0.033 0.019 0.152 0.083
H -0.65391 0.31882 1.12030 0.084 -0.035 -0.140 0.132
H -2.53048 -0.51676 -0.31210 0.142 -0.034 -0.018 0.076
H -1.40449 -1.83194 0.07432 -0.007 0.143 -0.080 0.075
H -1.35580 -1.07771 -1.52882 -0.010 0.046 0.141 0.080
H 1.80425 -1.93795 0.34727 0.055 -0.032 0.166 0.098
H 2.90271 0.12359 0.64511 -0.199 -0.043 -0.014 0.107
H 1.51876 0.51558 1.73675 -0.020 -0.061 -0.191 0.118

***

16
Properties=species:S:1:pos:R:3:forces:R:3:lowdin_charge:R:1 method="wB97M-V/def2-TZVPD" total_charge=0 smiles="C=CC.CC=O"
C -0.56320 0.45016 -1.32305 -1.227 0.594 -0.591 -0.109
C -1.71696 1.42260 -1.31653 -0.017 0.627 1.450 -0.259
C -1.85003 2.50908 -2.06233 0.906 -0.796 -0.172 -0.027
H -0.96395 -0.54417 -1.50375 0.581 -0.332 0.216 0.073
H 0.14863 0.76480 -2.07547 0.192 -0.303 -0.290 0.069
H -0.08464 0.56945 -0.35283 0.024 -0.476 0.044 0.066
H -2.35020 1.37264 -0.42679 0.119 -0.117 -0.009 0.087
H -2.35933 3.38368 -1.69558 -0.658 -0.024 -0.548 0.048
H -1.24818 2.48645 -2.96324 0.074 0.837 -0.101 0.052
O 1.53826 -1.92556 0.06515 -0.171 -0.080 -0.052 0.047
C 1.83508 -1.54511 1.16012 -0.084 0.341 0.435 -0.344
C 1.26406 -1.93769 2.48778 0.397 -0.297 0.812 -0.061
H 2.69148 -0.85484 1.33922 0.005 0.009 -0.406 0.118
H 0.34373 -2.50245 2.61455 -0.052 -0.039 -0.730 0.078
H 1.22607 -1.09141 3.18087 0.086 0.111 -0.284 0.077
H 2.08920 -2.55762 2.87188 -0.174 -0.054 0.224 0.088

***

16
Properties=species:S:1:pos:R:3:forces:R:3:lowdin_charge:R:1 method="wB97M-V/def2-TZVPD" total_charge=0 smiles=CC[C@@]1(C)CO1
C 1.58290 0.67062 0.60582 0.048 -0.133 -0.105 -0.098
C 0.89627 0.18753 -0.70638 0.156 -0.206 -0.237 -0.171
C -0.57504 -0.17620 -0.48765 0.423 0.154 0.854 -0.483
C -1.01350 -1.60276 -0.12489 0.178 0.128 0.138 0.000
C -1.18018 0.95697 0.20272 -0.297 0.160 0.493 -0.152
O -1.66498 0.55749 -1.06096 0.150 -0.003 -0.425 -0.005
H 1.40938 -0.01213 1.44870 -0.013 0.008 -0.268 0.080
H 1.26189 1.66789 0.94211 -0.041 -0.336 -0.282 0.066
H 2.66634 0.73577 0.46006 -0.129 -0.091 -0.032 0.069
H 1.43304 -0.68929 -1.06138 0.199 0.025 -0.287 0.100
H 0.96943 0.98873 -1.45117 -0.018 -0.240 -0.016 0.121
H -1.77146 -2.00431 -0.81624 0.356 0.425 0.032 0.088
H -0.18278 -2.31728 -0.11032 -0.044 0.240 0.067 0.077
H -1.48263 -1.59566 0.86574 0.111 -0.110 -0.098 0.078
H -0.68028 1.92765 0.16186 -0.140 -0.298 0.231 0.113
H -1.66841 0.70497 1.13199 -0.938 0.275 -0.063 0.117

***

16
Properties=species:S:1:pos:R:3:forces:R:3:lowdin_charge:R:1 method="wB97M-V/def2-TZVPD" total_charge=0 smiles=C[C@H](O)C1CC1
C 0.49210 -1.49160 0.17299 -0.070 -0.191 -0.033 -0.120
C 0.35039 -0.14981 0.82406 -0.063 0.102 -0.023 -0.248
C 1.70327 -0.60786 0.36497 0.220 -0.040 0.048 -0.108
O 0.33949 0.92795 -1.36515 -0.014 -0.065 -0.130 -0.062
C -0.24554 0.94765 -0.06552 -0.088 0.096 0.174 -0.414
C -1.75894 0.89770 -0.23387 -0.052 -0.017 0.020 -0.046
H 0.48786 -2.38747 0.78394 -0.148 0.167 0.049 0.100
H 0.34318 0.00822 -1.66511 -0.067 0.288 -0.137 0.076
H -0.02476 -1.64838 -0.77413 0.383 0.038 -0.018 0.097
H 0.11291 -0.09133 1.88559 0.044 0.013 -0.247 0.140
H 2.44063 -0.98200 1.06496 -0.175 0.119 0.130 0.099
H 2.12154 -0.01245 -0.43903 -0.032 -0.379 -0.010 0.100
H 0.04750 1.91763 0.35268 -0.075 -0.088 -0.032 0.145
H -2.03511 1.67871 -0.94878 -0.070 -0.101 0.155 0.080
H -2.30747 1.05947 0.69984 0.145 -0.047 -0.058 0.081
H -2.06705 -0.06643 -0.65743 0.059 0.106 0.111 0.080

***

16
Properties=species:S:1:pos:R:3:forces:R:3:lowdin_charge:R:1 method="wB97M-V/def2-TZVPD" total_charge=0
C 1.52971 -0.47544 -0.83200 0.003 -0.072 0.035 -0.172
C -1.62955 -0.14077 0.05670 0.093 -0.026 0.138 0.001
C 1.38387 0.90057 -1.47417 -0.014 0.105 -0.033 -0.166
C -1.22427 0.81369 1.13593 0.103 0.276 0.032 -0.189
O -2.29786 -0.06711 1.61703 -0.190 0.029 0.120 -0.088
C -1.59533 -1.23769 1.07514 -0.003 -0.303 0.027 -0.181
H 2.21591 -1.11161 -1.40122 -0.098 0.095 0.077 0.065
H 0.56345 -0.98984 -0.79200 0.156 0.050 -0.012 0.040
H 1.91872 -0.40319 0.19088 -0.054 -0.015 -0.153 0.065
H 0.93129 0.82470 -2.46817 0.083 0.015 0.142 0.069
H 0.73935 1.55551 -0.87594 0.103 -0.110 -0.103 0.051
H 2.35497 1.39625 -1.58196 -0.149 -0.068 0.023 0.063
H -1.55737 1.84836 1.05499 0.065 -0.144 -0.022 0.111
H -0.32250 0.68220 1.74705 -0.104 -0.030 -0.133 0.111
H -2.26698 -2.08488 0.93761 0.104 0.119 -0.011 0.110
H -0.70961 -1.46599 1.68142 -0.096 0.081 -0.126 0.111

***

16
Properties=species:S:1:pos:R:3:forces:R:3:lowdin_charge:R:1 method="wB97M-V/def2-TZVPD" total_charge=0
C -1.72564 0.74104 -0.02943 0.140 -0.266 0.443 -0.038
C -0.65528 -0.18434 0.61656 0.458 -0.371 0.223 -0.281
C -0.21746 -1.50437 0.02456 0.420 -0.485 -0.111 -0.169
O 1.01008 -1.32368 0.82624 0.946 -0.238 -0.826 -0.137
C 0.82864 0.14521 0.63958 0.668 -0.216 0.060 -0.349
C 1.60882 0.58610 -0.57633 -0.013 0.104 -0.115 -0.048
H -1.86171 1.69158 0.50047 0.129 -0.265 0.114 0.068
H -2.71562 0.27408 -0.10128 0.238 -0.071 0.193 0.067
H -1.46289 1.02295 -1.07205 0.234 -0.386 0.595 0.081
H -0.37605 -0.74700 1.65398 -3.369 2.300 -0.445 0.194
H 0.10504 -1.55272 -1.01578 -0.354 0.105 -0.149 0.107
H -0.84153 -2.37153 0.27143 0.441 -0.001 0.079 0.120
H 1.13074 0.74679 1.50857 0.155 -0.363 -0.084 0.142
H 2.67114 0.41103 -0.37568 -0.143 0.074 -0.102 0.086
H 1.46330 1.65354 -0.76210 0.011 -0.036 0.010 0.082
H 1.33621 0.03577 -1.48071 0.039 0.116 0.116 0.075

***

16
Properties=species:S:1:pos:R:3:forces:R:3:lowdin_charge:R:1 method="wB97M-V/def2-TZVPD" total_charge=0 smiles="CC1=COCC1.[H][H]"
C -0.97838 0.96968 -1.71099 -0.055 0.028 -0.039 -0.063
C -0.35624 0.39861 -0.47874 -0.116 0.026 0.213 -0.294
C 1.13101 0.40095 -0.20656 0.074 0.035 -0.020 -0.117
C 1.18925 -0.09705 1.25382 0.243 0.013 -0.009 -0.162
O -0.16930 -0.27875 1.69666 -0.022 0.065 0.057 -0.146
C -0.97270 0.00569 0.63178 -0.118 0.061 -0.270 -0.150
H -0.59481 0.53582 -2.64331 -0.006 -0.012 0.228 0.077
H -2.06586 0.84358 -1.70020 0.164 0.013 -0.001 0.077
H -0.76671 2.04669 -1.74571 -0.058 -0.122 -0.110 0.080
H -0.43302 -2.81266 0.66210 -0.030 -0.121 0.024 0.058
H 1.68627 -0.26149 -0.88348 -0.127 0.120 0.071 0.114
H 1.54726 1.41003 -0.32727 -0.003 -0.146 0.061 0.114
H 1.66743 0.61997 1.92758 -0.058 -0.118 -0.074 0.118
H 1.69847 -1.06233 1.34668 -0.062 0.147 -0.038 0.111
H -0.55040 -2.58772 1.36089 0.044 -0.093 -0.075 0.050
H -2.03228 -0.13102 0.81676 0.132 0.105 -0.020 0.132

***

Energy relative to the best compared isomer or geometry (same formula, charge and spin) in kJ/mol, matching the order above: 90.4; 439.1; 539.0; 385.7; 183.1; 177.8; 119.5; 516.7; 288.1; 179.7